1.
14
Properties=species:S:1:pos:R:3:forces:R:3 method="wB97M-V/def2-TZVPD" homo_lumo_gap_ev=6.64 multiplicity=1 total_charge=-2 e_lumo_ev=6.2 homo_energy_ha=-0.015
C -2.1567 -2.0712 -1.1535 -3.475 -2.035 -0.130
C -1.1463 -1.5677 -0.7829 3.275 3.453 -0.269
C 0.0214 -0.6721 -0.8479 -0.163 -0.896 1.271
O 0.1727 1.3122 2.6685 0.093 -0.012 0.013
O 2.3556 0.3204 1.6672 -2.118 -0.527 0.375
O 0.4233 -1.2060 2.5262 -0.474 -1.797 -0.013
O 0.0884 0.3336 0.3628 -0.280 -1.459 -1.282
Si 0.3387 1.4573 -0.8443 0.378 1.040 -1.295
P 0.8654 0.1163 2.0734 2.805 2.613 0.178
H -3.0848 -2.6194 -1.1217 0.567 0.148 -0.188
H 0.8952 -1.3228 -0.8629 0.426 0.397 0.468
H 1.6797 1.5792 -1.7832 -1.329 -0.295 1.225
H 0.3288 2.8459 -0.0136 0.051 -1.308 -0.927
H -0.7812 1.4943 -1.8881 0.245 0.679 0.573

***

2.
15
Properties=species:S:1:pos:R:3:forces:R:3 method="wB97M-V/def2-TZVPD" homo_lumo_gap_ev=7.03 multiplicity=1 total_charge=-1 smiles="CS[C@H]1O[C@@H]([S-])OS1(=O)=O" e_lumo_ev=3.1 homo_energy_ha=-0.143
C -0.8540 0.5968 1.6345 2.874 2.184 0.780
S -1.5160 -0.8922 1.0877 -2.208 -1.868 -0.223
C -0.6661 -1.1551 -0.5059 2.240 -2.278 3.822
O -0.6993 -0.3115 -1.4568 -1.427 2.511 -3.366
C 0.2291 0.9778 -1.3950 0.003 0.302 0.104
S -0.4073 2.4947 -0.9603 -0.909 0.933 -0.277
O 1.2939 0.6057 -0.5740 0.110 -2.728 1.940
S 1.1404 -0.9989 -0.1041 1.890 0.380 -1.475
O 1.6799 -1.1459 1.2013 -0.085 0.281 1.157
O 1.7775 -1.8157 -1.0992 0.221 -0.172 -0.584
H 0.2176 0.3586 2.0323 -1.837 0.960 -0.759
H -1.3469 1.2124 2.4043 -0.522 -1.102 0.042
H -0.8617 1.3691 0.8077 0.500 -0.878 0.591
H -0.6237 -2.3084 -0.7121 -0.799 2.015 -0.087
H 0.6367 1.0125 -2.3604 -0.050 -0.539 -1.665

***

3.
13
Properties=species:S:1:pos:R:3:forces:R:3 method="wB97M-V/def2-TZVPD" homo_lumo_gap_ev="6.08 / 10.36" multiplicity=2 e_lumo_ev="0.0 / -0.1" homo_energy_ha="-0.225 / -0.383"
C -3.1274 -0.6880 1.3095 -0.381 -0.158 0.234
O -2.0234 -0.1560 0.6118 0.176 0.160 -0.199
C -1.6423 -0.8888 -0.5524 -0.510 -0.675 -0.236
O -1.0327 0.0196 -1.3791 0.002 -1.475 -0.706
Sn -0.9029 1.8137 -0.5236 0.364 1.906 0.752
H -3.3202 -0.0344 2.1668 0.085 -0.195 -0.199
H -4.0222 -0.7120 0.6671 0.221 -0.027 0.148
H -2.9032 -1.7059 1.6662 -0.093 0.274 -0.060
H -2.5514 -1.2676 -1.0568 0.194 -0.133 0.335
H -0.9743 -1.7179 -0.2527 -0.164 0.223 -0.203
O 1.1241 0.8761 -2.1982 -2.109 -1.000 -0.515
C 0.6181 -0.2100 -2.3924 3.840 0.062 0.550
O 0.7984 -1.3396 -2.6902 -1.625 1.036 0.097

***

4.
10
Properties=species:S:1:pos:R:3:forces:R:3 method="wB97M-V/def2-TZVPD" homo_lumo_gap_ev=8.98 multiplicity=1 smiles="C#C[P@@H](C)=O" e_lumo_ev=0.2 homo_energy_ha=-0.323
C -0.2490 2.5725 -0.1874 0.770 -1.043 0.408
C 0.0650 1.4762 0.2043 -0.762 -0.171 -0.050
P 0.4410 -0.2002 0.5576 7.119 -1.480 -5.359
C -0.6313 -1.4284 -0.2218 1.480 0.045 -0.814
O 2.1665 -0.6700 -0.1567 -6.352 1.798 2.561
H -0.2928 3.5550 -0.5476 -0.345 0.717 -0.223
H 0.6523 -0.3076 1.8587 -0.481 -0.156 2.050
H 0.0467 -2.3222 -0.0734 -1.528 0.396 0.351
H -1.7034 -1.3832 -0.1320 -0.256 -0.593 0.962
H -0.4950 -1.2919 -1.3017 0.354 0.487 0.115

***

5.
9
Properties=species:S:1:pos:R:3:forces:R:3 method="wB97M-V/def2-TZVPD" homo_lumo_gap_ev="7.29 / 7.46" multiplicity=1 smiles="C=P#CC" e_lumo_ev="-0.9 / -0.9" homo_energy_ha="-0.302 / -0.307"
C -0.7669 2.1454 1.3584 -2.742 -1.532 -1.392
P -0.3295 0.5830 0.6720 0.391 0.618 -0.930
C 0.3055 -0.0336 -0.6580 -0.580 0.245 1.745
C 0.6720 -1.3477 -1.1332 0.644 -4.043 -1.288
H -1.9500 2.1318 1.3646 2.236 0.347 -0.108
H -0.4375 2.0587 2.3587 0.552 0.371 1.326
H 1.4681 -1.9438 -0.5791 -0.835 1.286 0.160
H 1.1575 -1.3926 -2.1241 -0.336 0.751 0.037
H -0.1193 -2.2012 -1.2594 0.670 1.957 0.450

***

6.
9
Properties=species:S:1:pos:R:3:forces:R:3 method="wB97M-V/def2-TZVPD" homo_lumo_gap_ev=10.34 multiplicity=1 smiles=C#CPC e_lumo_ev=0.8 homo_energy_ha=-0.349
C 0.4100 2.2263 0.5334 -0.644 0.904 0.326
C 0.6165 1.1430 0.0806 0.891 -0.985 -0.951
P 0.9662 -0.3767 -0.8172 -1.700 0.710 -0.838
C -0.2114 -1.3584 0.1739 -0.857 -1.127 -1.299
H 0.0069 3.1532 0.8545 0.238 0.194 0.239
H -0.2327 -0.1531 -1.7046 1.693 0.139 0.302
H 0.1962 -1.9927 0.9212 0.294 -0.116 0.991
H -0.8124 -2.0037 -0.4935 0.643 -0.035 0.044
H -0.9393 -0.6379 0.4518 -0.557 0.316 1.186

***

7.
11
Properties=species:S:1:pos:R:3:forces:R:3 method="wB97M-V/def2-TZVPD" homo_lumo_gap_ev=7.67 multiplicity=1 e_lumo_ev=-0.8 homo_energy_ha=-0.311
C -1.3711 -0.5274 -1.7089 1.378 -0.512 -2.369
C -1.8651 1.2113 0.3602 0.979 -0.429 -0.322
C 0.6925 -0.1249 0.3518 -1.209 -2.666 -2.500
P -3.0384 -0.7302 -1.5901 0.158 0.205 -0.585
P -3.4165 0.7733 -0.0569 -0.774 -0.327 0.540
P -0.5559 0.7352 -0.8180 0.515 0.486 1.911
H -0.7170 -0.8863 -2.6558 -1.707 0.318 2.390
H -1.6925 1.7078 1.3381 0.122 0.083 -1.057
H 1.6443 0.2833 0.4434 1.341 1.365 0.255
H 0.9166 -1.1958 -0.0325 -0.710 1.652 0.544
H 0.1342 -0.2034 1.2444 -0.094 -0.175 1.193

***

Computed ΔE to the lowest compared entry with this formula, charge and spin (kJ/mol) in order:
183.5; 146.0; 9.6; 334.1; 333.0; 58.7; 52.6
Computed DFT total energy (eV) in order:
-28546.8759; -43886.8668; -17211.7673; -14523.5652; -12475.1866; -12478.0292; -31056.2062